113
Properties=species:S:1:pos:R:3:forces:R:3 method="wB97M-V/def2-TZVPD" homo_lumo_gap_ev="5.52 / 6.54" e_above_lowest_kj_mol=0.0 s_squared=0.79 spin_multiplicity=2 lumo_ev="2.3 / 2.3" e_homo_ev="-3.24 / -4.26" charge=-1 max_force_ev_per_a=0.59
Cd 0.054895 -1.327790 -0.200627 0.355 -0.346 0.030
S -1.623311 -2.024380 -1.941436 -0.249 -0.301 -0.257
C -0.394387 -2.236533 -3.211831 0.072 -0.071 -0.153
N -0.709335 -2.673331 -4.418729 -0.136 -0.043 0.007
N -2.014068 -2.969690 -4.637377 0.116 0.050 0.038
C -2.443686 -3.368784 -5.875695 0.034 0.000 0.032
C -1.555258 -3.565880 -6.941581 -0.034 0.022 0.056
C -2.038866 -3.980305 -8.169666 -0.001 -0.013 -0.029
C -3.393085 -4.208739 -8.378336 0.002 -0.001 -0.019
C -4.271634 -4.010392 -7.319890 -0.028 -0.011 -0.028
C -3.811273 -3.596594 -6.085577 0.011 0.007 0.037
N 0.911080 -1.965875 -3.060818 0.154 0.061 0.101
N 1.369987 -1.447512 -1.926177 -0.260 -0.002 -0.254
C 2.753170 -1.329923 -1.898927 -0.001 0.061 0.107
C 3.606090 -2.019883 -2.771784 -0.016 -0.026 -0.022
C 4.977361 -1.888919 -2.644568 0.059 0.034 0.036
C 5.540906 -1.082177 -1.659123 -0.024 -0.017 -0.037
C 4.696039 -0.382760 -0.805938 0.075 0.047 0.021
C 3.325328 -0.494976 -0.937525 0.026 -0.031 -0.003
H -2.685136 -2.795361 -3.898619 0.019 0.005 0.001
H -0.504160 -3.385733 -6.778774 0.037 0.004 0.009
H -1.338437 -4.128429 -8.982589 0.013 -0.001 -0.021
H -3.757356 -4.530871 -9.344349 -0.006 -0.011 -0.020
H -5.332675 -4.178759 -7.458128 -0.020 -0.003 -0.003
H -4.505346 -3.441716 -5.267654 -0.010 0.000 0.018
H 3.170139 -2.658752 -3.525753 0.000 0.014 0.002
H 5.620839 -2.437455 -3.322859 0.016 -0.005 0.006
H 6.615359 -0.999370 -1.560274 0.023 0.000 -0.008
H 5.104958 0.262306 -0.033285 -0.015 -0.036 -0.037
H 2.672570 0.088634 -0.303069 -0.031 -0.005 -0.026
N -1.370897 0.944266 -0.859406 0.253 0.316 0.190
C -1.608716 2.286232 -1.111533 0.061 0.146 0.057
C -1.719756 2.768088 -2.415482 0.024 -0.005 -0.019
C -1.998880 4.101795 -2.649290 -0.022 0.070 -0.036
C -2.185003 4.984072 -1.592585 0.017 -0.017 -0.002
C -2.056698 4.511376 -0.293554 0.054 0.057 0.019
C -1.736855 3.184769 -0.039051 -0.056 -0.135 -0.115
C -1.613174 2.687292 1.357762 0.035 0.096 0.001
C -2.791587 2.462357 2.069983 -0.017 -0.022 -0.067
C -2.769408 2.059881 3.394307 0.025 -0.051 0.052
C -1.550321 1.842104 4.016303 -0.029 -0.064 -0.054
C -0.377555 2.031744 3.303023 0.004 -0.078 -0.010
C -0.375882 2.467475 1.973912 0.082 0.023 0.146
H -1.446474 0.313014 -1.648136 -0.288 0.061 -0.054
H -1.862728 0.590428 -0.047807 0.048 0.120 -0.265
H -1.601875 2.079550 -3.242956 0.009 -0.025 -0.015
H -2.088166 4.451535 -3.670307 0.001 0.011 -0.009
H -2.418852 6.023425 -1.776602 -0.013 0.032 -0.004
H -2.179311 5.182820 0.548542 -0.011 0.021 0.010
H -3.737894 2.617156 1.565299 -0.013 0.024 0.001
H -3.697398 1.913604 3.932835 -0.012 -0.020 0.003
H -1.507928 1.523579 5.049789 -0.004 -0.033 0.031
H 0.566679 1.836089 3.800490 0.002 0.043 0.025
C 0.089797 -4.808214 3.631920 0.030 0.051 0.142
N -0.725754 -4.674702 2.458151 -0.007 0.012 -0.058
C -2.147527 -4.959454 2.478884 -0.094 -0.008 0.010
C -2.593220 -4.580315 1.055929 -0.092 -0.067 0.029
N -1.326706 -4.418713 0.363079 0.187 0.135 -0.153
C -0.288375 -4.352965 1.225654 -0.017 0.062 -0.054
S 1.275960 -3.896256 0.824220 0.018 -0.103 -0.194
H -0.318183 -4.196320 4.444233 0.070 -0.126 -0.078
H 1.093815 -4.462096 3.391488 -0.047 -0.012 0.025
H 0.133573 -5.850517 3.962206 -0.001 -0.009 0.000
H -2.644432 -4.359390 3.246684 0.007 -0.040 -0.017
H -2.325642 -6.017021 2.703541 0.003 0.015 -0.023
H -3.166436 -3.650565 1.040100 -0.005 -0.012 0.014
H -3.194397 -5.363459 0.594581 -0.018 0.024 0.004
H -1.281122 -3.886843 -0.514638 -0.015 -0.231 0.219
F -3.021327 -0.879557 0.594130 -0.153 -0.142 0.030
C -2.354971 -1.165446 1.738008 -0.004 -0.020 0.450
C -0.980380 -1.283519 1.736956 -0.003 0.266 0.131
C -0.428086 -1.532951 2.979014 -0.136 -0.060 0.061
F 0.900234 -1.672310 3.128742 -0.033 -0.048 0.073
C -1.169886 -1.678838 4.140941 -0.047 0.041 -0.188
F -0.576580 -1.930304 5.316406 0.031 0.036 0.130
C -2.547048 -1.572666 4.083339 0.049 0.002 -0.118
F -3.284335 -1.709247 5.191398 -0.037 0.010 0.049
C -3.149171 -1.310830 2.867987 0.059 0.035 -0.078
F -4.483013 -1.183572 2.804602 -0.019 0.006 -0.001
C 4.668437 -0.009582 3.081710 -0.050 -0.024 -0.022
C 3.479823 -0.478754 2.546868 0.076 -0.012 0.052
C 2.515854 0.422954 2.116225 0.067 -0.325 -0.121
C 2.704523 1.785428 2.208548 0.343 0.485 0.026
C 3.915028 2.247375 2.737064 0.000 -0.025 0.179
C 4.887577 1.360011 3.175373 -0.052 0.045 -0.021
Ge 1.438617 3.051124 1.443218 -0.130 0.147 0.111
C 2.050723 3.418254 -0.369154 -0.083 -0.164 -0.109
C 3.354890 3.035524 -0.684996 0.035 -0.111 0.059
C 3.893284 3.290669 -1.936215 0.041 0.031 -0.055
C 3.135091 3.940017 -2.898238 -0.032 0.008 0.015
C 1.840631 4.337018 -2.595662 0.022 0.011 -0.001
C 1.304903 4.078520 -1.342122 -0.082 0.114 -0.011
C 1.588873 4.738418 2.439250 -0.053 0.025 -0.036
C 1.232225 5.929361 1.810760 0.028 0.040 -0.040
C 1.203772 7.129026 2.508431 0.023 0.010 -0.001
C 1.535932 7.154667 3.854975 -0.024 0.033 -0.017
C 1.899422 5.978761 4.493918 0.032 0.021 0.052
C 1.924124 4.783360 3.790873 -0.019 -0.056 0.020
H 5.429783 -0.707154 3.406476 0.006 -0.010 0.020
H 3.297339 -1.540048 2.442116 0.024 -0.020 -0.014
H 1.628991 0.035665 1.636507 -0.211 0.002 0.194
H 4.098846 3.312618 2.817337 0.015 0.026 -0.038
H 5.816572 1.737422 3.584524 0.016 0.000 -0.004
H 3.960842 2.509164 0.045333 -0.054 0.033 -0.061
H 4.900687 2.964507 -2.162132 -0.004 -0.020 -0.007
H 3.548210 4.128446 -3.880930 0.001 0.000 -0.013
H 1.234345 4.842236 -3.336921 -0.004 0.002 -0.024
H 0.295062 4.408192 -1.133250 0.050 -0.066 -0.022
H 0.977178 5.925713 0.756124 -0.001 0.005 -0.005
H 0.926238 8.043211 1.999182 -0.016 0.018 -0.005
H 1.509801 8.086902 4.404644 0.013 0.018 0.007
H 2.163961 5.991923 5.543986 0.003 0.001 0.015
H 2.212944 3.875205 4.308772 -0.037 -0.015 0.001